1.
{
  "formula": "CH4N2O",
  "method": "ωB97M-V with the def2-TZVPD basis set",
  "homo_energy_ev": -8.8,
  "relative_energy_kcal_mol": 136.8,
  "symbols": ["C", "H", "H", "H", "H", "N", "N", "O"],
  "positions_angstrom": [[0.248, -0.789, -0.318], [0.968, 0.858, 1.322], [-1.071, 0.884, -0.092], [1.247, -0.951, -0.599], [-1.644, -0.910, -0.154], [-0.055, 0.500, -0.278], [-0.800, -1.624, 0.004], [0.624, 1.590, 0.418]],
  "forces_ev_per_angstrom": [[-5.177, -2.164, 2.543], [-1.159, 4.202, -3.477], [2.482, -2.185, -0.746], [1.284, -1.151, 0.247], [1.762, -2.132, 1.264], [-3.799, 6.148, -0.641], [1.942, 2.994, -2.938], [2.666, -5.713, 3.749]]
}

2.
{
  "formula": "CH4N2O",
  "method": "ωB97M-V with the def2-TZVPD basis set",
  "smiles": "[H]/N=C/NO",
  "homo_energy_ev": -9.5,
  "relative_energy_kcal_mol": 72.8,
  "symbols": ["C", "H", "H", "H", "H", "N", "N", "O"],
  "positions_angstrom": [[-0.618, 0.022, 0.332], [0.845, -1.264, -1.147], [1.376, 0.301, 0.289], [-1.369, -0.321, -0.417], [-1.692, -0.002, 1.928], [0.546, 0.338, -0.304], [-0.743, 0.225, 1.584], [0.741, -0.349, -1.451]],
  "forces_ev_per_angstrom": [[-1.041, 0.295, 0.574], [0.084, -0.113, -0.680], [-0.310, 0.325, -0.043], [0.201, 0.105, 0.712], [0.715, 0.217, -0.444], [0.644, 1.133, 1.540], [-0.750, -0.523, -0.211], [0.457, -1.439, -1.447]]
}

3.
{
  "formula": "CH4N2O2",
  "method": "ωB97M-V with the def2-TZVPD basis set",
  "homo_energy_ev": -8.7,
  "relative_energy_kcal_mol": 88.0,
  "symbols": ["C", "N", "N", "O", "O", "H", "H", "H", "H"],
  "positions_angstrom": [[0.101, 0.724, 0.423], [0.670, -0.309, 1.026], [-0.719, -0.220, -1.232], [-0.315, -1.352, -1.249], [-1.600, 0.273, -1.868], [-0.798, 1.326, 0.853], [0.839, 1.252, -0.131], [1.620, -0.618, 0.889], [0.201, -1.075, 1.289]],
  "forces_ev_per_angstrom": [[-1.660, 0.088, -1.498], [2.271, 1.579, 0.383], [0.992, 1.497, 3.091], [-0.030, -0.682, -0.631], [-0.577, 0.077, -0.955], [1.568, -1.566, -0.913], [0.139, 1.070, -0.241], [0.115, 0.814, -0.693], [-2.818, -2.877, 1.457]]
}

| no. | frontier orbital gap (eV) | E_LUMO (eV) |
| --- | --- | --- |
| 1 | 8.9307 | 0.093 |
| 2 | 10.3168 | 0.804 |
| 3 | 9.3593 | 0.681 |